[1]
Entry from the OMol25 dataset: C12H19N3O8S3 as an isolated structure at a distorted geometry (wB97M-V/def2-TZVPD).

Geometry as XYZ:
```
45
Properties=species:S:1:pos:R:3:forces:R:3:nbo_charge:R:1
O -6.3559 0.9423 1.4014 0.806 0.236 -0.587 -0.25
N -5.3138 1.4680 1.2652 -2.007 0.526 0.149 0.41
O -4.3106 0.8999 2.0440 1.389 -1.948 -0.222 -0.40
C -4.2940 -0.5140 1.9870 0.658 -3.234 -0.755 0.24
C -3.6672 -1.2608 0.8863 -1.649 0.028 2.932 -0.23
C -3.6759 -2.7727 0.9639 -0.983 -0.286 1.766 -0.19
C -4.2456 -3.5419 2.0570 0.049 2.017 -0.400 -0.22
C -4.9177 -2.8066 3.1863 0.285 1.453 -0.066 0.10
N -5.5403 -3.2808 4.3375 0.709 2.824 -1.777 -0.57
S -6.0599 -1.9035 5.1361 0.858 -0.014 -1.179 0.86
N -5.5347 -0.6132 4.1861 0.667 -4.301 -1.195 -0.55
C -4.9220 -1.2922 3.1309 0.204 1.067 -0.424 0.06
H -3.1871 -0.7449 0.0120 -0.592 -0.611 1.132 0.25
H -3.2082 -3.3429 0.1162 -0.475 0.793 1.056 0.24
H -4.2283 -4.6657 2.1284 0.099 1.456 -0.405 0.24
O -0.7459 -2.1061 -0.0384 0.165 0.117 -0.448 -0.95
S 0.4560 -1.3202 -0.0463 0.648 0.028 0.724 2.38
O 0.7107 -0.3462 -1.0666 -0.392 -0.330 -0.051 -0.93
O 1.7238 -2.3020 0.0649 -0.455 0.416 0.309 -0.72
C 1.8401 -3.3729 -0.8775 0.195 -0.549 -0.732 -0.08
C 2.3593 -2.8854 -2.2169 -0.142 0.256 -0.148 -0.64
C 0.6401 -0.5451 1.5305 0.091 -0.071 0.070 -0.88
H 0.8865 -3.8953 -0.9888 -0.042 0.169 0.116 0.20
H 2.5500 -4.0857 -0.4544 -0.081 0.221 0.262 0.20
H 1.6267 -2.2456 -2.7121 0.030 -0.051 0.015 0.22
H 2.5730 -3.7289 -2.8759 0.006 -0.015 0.098 0.22
H 3.2687 -2.2952 -2.0870 -0.004 -0.115 0.033 0.22
H 0.5039 -1.2938 2.3088 0.000 0.012 -0.085 0.25
H -0.1240 0.2272 1.6144 -0.002 -0.065 -0.129 0.26
H 1.6309 -0.0975 1.5891 -0.056 -0.020 -0.063 0.26
O 4.8424 4.9190 -1.2421 -0.135 -0.327 0.239 -0.93
S 3.4742 4.5186 -1.0818 -0.504 0.088 -0.539 2.37
O 3.0265 3.8223 0.0889 0.385 0.108 -0.099 -0.93
O 3.0155 3.6951 -2.3837 -0.031 0.644 0.332 -0.72
C 3.8053 2.5731 -2.7919 0.450 -0.874 -0.118 -0.08
C 3.5206 1.3511 -1.9403 -0.067 0.051 0.305 -0.65
C 2.4334 5.9244 -1.3351 -0.081 -0.002 -0.123 -0.88
H 4.8691 2.8246 -2.7814 -0.101 0.191 0.083 0.20
H 3.5355 2.3606 -3.8279 -0.152 0.314 0.073 0.19
H 3.8709 1.4973 -0.9166 0.021 -0.013 -0.060 0.22
H 4.0239 0.4721 -2.3483 -0.016 0.073 -0.074 0.21
H 2.4486 1.1558 -1.8898 0.086 -0.038 -0.090 0.24
H 2.7331 6.4232 -2.2549 0.008 -0.070 0.050 0.25
H 2.5636 6.5935 -0.4855 0.081 -0.129 0.010 0.25
H 1.3988 5.5907 -1.3921 0.077 -0.026 0.015 0.25
```
Positions in Å, forces in eV/Å.

Summary:
HOMO-LUMO gap = 7.9 eV
relative energy (zero: lowest compared OMol25 entry of this formula, charge and spin) = 0.0 kcal/mol
LUMO level = -1.027 eV
DFT total energy = -66102.2383 eV
E_HOMO = -8.975 eV

[2]
Entry from the OMol25 dataset: one molecule with the formula C3H5N3S2 (wB97M-V/def2-TZVPD).

Geometry as XYZ:
```
13
Properties=species:S:1:pos:R:3:forces:R:3:nbo_charge:R:1
H -1.3010 -2.7254 0.1728 -0.186 0.695 -0.114 0.36
N -1.6120 -1.7749 -0.0869 0.292 -0.456 0.041 -0.65
C -0.6699 -0.9497 0.0646 -0.461 0.206 -0.025 0.26
N -0.8350 0.4110 -0.2659 -0.451 -0.369 0.021 -0.58
S -2.3837 0.9589 -0.7818 0.236 0.041 0.181 0.22
C 0.1851 1.3376 -0.2174 0.319 0.280 -0.039 0.34
N 1.3276 1.2492 0.3110 -0.306 0.069 -0.182 -0.47
C 2.1586 0.3784 0.8897 0.113 -0.461 -0.690 -0.09
S 3.0311 -0.8037 0.1554 -0.215 0.242 0.095 -0.11
H 0.3135 -1.1675 0.4254 0.568 -0.184 0.128 0.19
H -2.4228 0.2355 -1.9044 -0.048 -0.072 -0.179 0.12
H -0.0989 2.2768 -0.6955 0.067 -0.135 0.109 0.20
H 2.3075 0.5739 1.9330 0.072 0.144 0.654 0.20
```
Positions in Å, forces in eV/Å.

Summary:
HOMO-LUMO gap = 8.7 eV
relative energy (zero: lowest compared OMol25 entry of this formula, charge and spin) = 36.8 kcal/mol
LUMO level = 0.014 eV
DFT total energy = -29331.1090 eV
E_HOMO = -8.718 eV

The highest relative energy (zero: lowest compared OMol25 entry of this formula, charge and spin) belongs to which entry?
C3H5N3S2

Which of these has the highest HOMO-LUMO gap?
C3H5N3S2